Entry 1:
The following is a DFT calculation (ωB97M-V/def2-TZVPD) of a 2-piece molecular cluster, C4H12O overall at a distorted geometry.

Spin multiplicity: 1
SMILES: CCO.CC
HOMO level in eV: -10.1
Relative energy (zero: lowest compared OMol25 entry of this formula, charge and spin) in kcal/mol: 26.3
E_tot in eV: -6388.97914

Positions of all 17 atoms, in Å:
1 C 1.67666 0.17310 -0.05414
2 C 2.15473 -1.02870 0.74978
3 O 1.55009 -0.05280 -1.46866
4 H 0.68851 0.53360 0.19961
5 H 2.42604 0.95000 0.09422
6 H 2.45863 -1.87537 0.12936
7 H 1.34975 -0.99795 -1.65434
8 H 1.32141 -1.52494 1.26527
9 H 2.94002 -0.84204 1.47097
10 C -2.10072 1.14660 0.36216
11 C -1.93299 -0.05924 -0.52622
12 H -1.29219 1.86402 0.58411
13 H -2.78259 1.91719 -0.03296
14 H -2.46891 0.99124 1.37370
15 H -1.29889 -0.01906 -1.41222
16 H -2.88338 -0.17014 -1.07354
17 H -1.80615 -1.00552 -0.00709



Entry 2:
The following is a DFT calculation (ωB97M-V/def2-TZVPD) of a 2-piece molecular cluster, C4H12O overall at a distorted geometry.

Spin multiplicity: 1
SMILES: CCC.CO
HOMO level in eV: -10.6
Relative energy (zero: lowest compared OMol25 entry of this formula, charge and spin) in kcal/mol: 45.5
E_tot in eV: -6388.14613

Positions of all 17 atoms, in Å:
1 C 4.59392 2.08757 1.44253
2 O 3.36994 1.77088 0.81724
3 H 4.43745 2.69582 2.39412
4 H 5.24455 1.34152 1.69455
5 H 4.96400 2.80887 0.70308
6 H 2.66972 1.64595 1.41596
7 C -0.98900 -1.44378 -0.70261
8 C -2.44699 -1.65153 -0.52161
9 C -3.36401 -0.41659 -1.03798
10 H -0.51957 -0.50645 -0.96055
11 H -0.67002 -2.11727 -1.49936
12 H -0.51240 -1.65039 0.26359
13 H -2.89461 -1.70727 0.49040
14 H -2.83906 -2.56715 -1.08310
15 H -4.33637 -0.66932 -1.22127
16 H -3.63274 0.35702 -0.19298
17 H -3.07479 0.02213 -2.00202



Entry 3:
The following is a DFT calculation (ωB97M-V/def2-TZVPD) of a 3-piece molecular cluster, C4H12O2 overall at a distorted geometry.

Spin multiplicity: 1
SMILES: C=CCC.O.O
HOMO level in eV: -9.2
Relative energy (zero: lowest compared OMol25 entry of this formula, charge and spin) in kcal/mol: 55.7
E_tot in eV: -8435.10043

Positions of all 18 atoms, in Å:
1 C 1.78707 -1.93674 0.13077
2 C 1.56963 -1.20770 1.55167
3 C 1.93105 0.21435 1.43638
4 C 0.95852 1.17004 1.82389
5 H 2.62539 -2.58484 0.27140
6 H 1.05409 -2.68898 -0.16071
7 H 1.85802 -1.17013 -0.71235
8 H 2.32808 -1.55893 2.35094
9 H 0.43740 -1.42464 1.81617
10 H 2.94702 0.33827 1.12029
11 H 1.42149 2.13312 1.81115
12 H 0.06637 0.72005 2.10088
13 H -5.46804 4.12826 -2.06288
14 H -5.37795 4.19114 -0.58782
15 O -4.99629 4.68477 -1.37916
16 H -1.01412 -0.95247 -3.55165
17 H -0.76605 -2.37085 -2.81994
18 O -1.36168 -1.68473 -3.13903



Entry 4:
The following is a DFT calculation (ωB97M-V/def2-TZVPD) of a 3-piece molecular cluster, C4H12O2 overall at a distorted geometry.

Spin multiplicity: 1
SMILES: C=C(C)C.O.O
HOMO level in eV: -9.1
Relative energy (zero: lowest compared OMol25 entry of this formula, charge and spin) in kcal/mol: 47.9
E_tot in eV: -8435.43829

Positions of all 18 atoms, in Å:
1 C 1.13940 0.81050 -0.67131
2 C 0.47638 -0.39616 -0.25523
3 C 0.94763 -1.32682 0.64421
4 C -0.76097 -0.70423 -1.13496
5 H 1.07948 0.95449 -1.83196
6 H 2.13889 1.14766 -0.40401
7 H 0.68379 1.59467 -0.22300
8 H 0.41076 -2.19969 0.78725
9 H 2.02921 -1.42488 0.91680
10 H -1.48955 -0.90099 -0.44528
11 H -0.59406 -1.54016 -1.71149
12 H -1.02538 -0.02533 -1.91045
13 H 4.31816 -1.17803 -1.28060
14 H 4.62167 -0.04494 -0.36739
15 O 5.04030 -0.77937 -0.74051
16 H -6.60297 1.91386 2.97003
17 H -6.25908 1.13728 1.75018
18 O -6.30600 2.06266 2.02222



Entry 5:
The following is a DFT calculation (ωB97M-V/def2-TZVPD) of a 2-piece molecular cluster, C4H12O2 overall at a distorted geometry.

Spin multiplicity: 1
SMILES: CCCCO.O
HOMO level in eV: -10.0
Relative energy (zero: lowest compared OMol25 entry of this formula, charge and spin) in kcal/mol: 10.1
E_tot in eV: -8437.07683

Positions of all 18 atoms, in Å:
1 C 0.03393 -1.61137 0.91211
2 O -0.54912 -1.47206 2.20737
3 C -0.65354 -0.74820 -0.12613
4 C 0.26073 -0.04472 -1.14295
5 C -0.44282 1.06341 -1.90138
6 H 1.08264 -1.32324 1.02877
7 H -0.02028 -2.66746 0.69915
8 H -0.78483 -0.57992 2.45364
9 H -1.31632 -0.01076 0.33116
10 H -1.39261 -1.31729 -0.70479
11 H 0.59778 -0.90440 -1.73435
12 H 1.14651 0.37019 -0.67328
13 H -1.30923 0.68703 -2.44732
14 H 0.25391 1.52365 -2.60250
15 H -0.74651 1.85041 -1.20993
16 H 1.87524 2.03452 1.21910
17 H 0.95685 1.51257 2.32288
18 O 1.00768 1.63764 1.36846



Entry 6:
The following is a DFT calculation (ωB97M-V/def2-TZVPD) of a 3-piece molecular cluster, C4H12O2 overall at a distorted geometry.

Spin multiplicity: 1
SMILES: C/C=C/C.O.O
HOMO level in eV: -9.2
Relative energy (zero: lowest compared OMol25 entry of this formula, charge and spin) in kcal/mol: 27.8
E_tot in eV: -8436.30872

Positions of all 18 atoms, in Å:
1 C -3.72730 -0.43423 -1.30292
2 C -2.25983 -0.60174 -1.64228
3 C -1.18724 -0.38239 -0.86361
4 C 0.21651 -0.41438 -1.43698
5 H -4.38839 -1.26509 -1.54416
6 H -3.78912 -0.19555 -0.22504
7 H -3.96741 0.59283 -1.73389
8 H -1.97786 -0.50325 -2.69748
9 H -1.20639 -0.41399 0.21717
10 H 0.19954 0.19030 -2.34328
11 H 0.91945 0.09171 -0.75420
12 H 0.61146 -1.43595 -1.49439
13 H 0.17737 0.52823 7.17234
14 H -1.22773 0.41281 6.48144
15 O -0.77171 0.62594 7.29573
16 H 6.99309 0.70581 -2.53515
17 H 6.16716 1.64127 -3.34052
18 O 6.16369 0.72993 -3.02767



Entry 7:
The following is a DFT calculation (ωB97M-V/def2-TZVPD) of a 3-piece molecular cluster, C4H12O3 overall at a distorted geometry.

Spin multiplicity: 1
SMILES: C/C=C(/C)O.O.O
HOMO level in eV: -8.8
Relative energy (zero: lowest compared OMol25 entry of this formula, charge and spin) in kcal/mol: 44.3
E_tot in eV: -10483.22009

Positions of all 19 atoms, in Å:
1 C -2.46602 -0.12259 -0.29727
2 C -1.28461 0.32194 -1.19062
3 C -0.11055 0.43961 -0.57806
4 O 0.06527 0.24967 0.80650
5 C 0.88742 1.17430 -1.42016
6 H -1.98921 -0.38445 0.65691
7 H -3.13703 -0.91996 -0.83751
8 H -3.26919 0.58874 -0.15484
9 H -1.59612 0.53007 -2.17803
10 H 0.62395 0.94653 1.20220
11 H 0.34181 1.68499 -2.11619
12 H 1.56765 0.45958 -1.86063
13 H 1.36366 2.00463 -0.84559
14 H 2.79192 0.07489 1.90370
15 H 1.68922 -0.91546 2.55442
16 O 1.96421 -0.04935 2.38655
17 H 1.04441 -1.33688 1.02011
18 H 0.33206 -2.47074 0.26373
19 O 1.18114 -2.27551 0.68480



Entry 8:
The following is a DFT calculation (ωB97M-V/def2-TZVPD) of a 3-piece molecular cluster, C4H12O3 overall at a distorted geometry.

Spin multiplicity: 1
SMILES: CC(C)C=O.O.O
HOMO level in eV: -9.9
Relative energy (zero: lowest compared OMol25 entry of this formula, charge and spin) in kcal/mol: 41.7
E_tot in eV: -10483.33150

Positions of all 19 atoms, in Å:
1 C 0.46359 0.35585 -1.05574
2 C 1.26668 1.15699 0.04021
3 C 1.76823 0.36599 1.31527
4 C 2.47286 1.92760 -0.50548
5 O -0.29651 -0.59641 -0.80208
6 H 0.71908 0.59789 -2.16594
7 H 0.42858 1.86504 0.24108
8 H 1.55040 -0.69489 1.28370
9 H 2.92070 0.44892 1.48857
10 H 1.41216 0.87282 2.14825
11 H 2.56321 1.76219 -1.59237
12 H 2.36827 2.96836 -0.49536
13 H 3.44377 1.68553 -0.02529
14 H -5.74150 3.03511 -2.74978
15 H -5.69112 1.90769 -1.66720
16 O -6.33129 2.51058 -2.05162
17 H -0.91014 -6.57615 1.46619
18 H -1.63665 -6.76401 2.70698
19 O -0.77030 -6.82911 2.42062



Entry 9:
The following is a DFT calculation (ωB97M-V/def2-TZVPD) of a 3-piece molecular cluster, C4H12O3 overall at a distorted geometry.

Spin multiplicity: 1
SMILES: C/C=C(/C)O.O.O
HOMO level in eV: -9.3
Relative energy (zero: lowest compared OMol25 entry of this formula, charge and spin) in kcal/mol: 46.7
E_tot in eV: -10483.11362

Positions of all 19 atoms, in Å:
1 C 0.13849 -0.24463 2.72181
2 C -0.82759 -0.58933 1.57467
3 C -0.52811 -1.08327 0.31245
4 O 0.79879 -1.00105 -0.16170
5 C -1.43845 -0.96459 -0.94194
6 H 0.60594 -1.13585 3.20057
7 H -0.51986 0.35060 3.36242
8 H 0.89141 0.52571 2.25613
9 H -1.78932 -0.12010 1.69651
10 H 1.19245 -1.83180 0.03056
11 H -1.37608 -1.77725 -1.54460
12 H -1.26004 -0.16168 -1.60493
13 H -2.45881 -0.87975 -0.65209
14 H 2.02920 0.66130 -0.63995
15 H 1.99541 2.16001 -0.09227
16 O 2.59024 1.46410 -0.57392
17 H -0.26083 1.60383 -2.21597
18 H 0.40161 1.20682 -3.57967
19 O -0.18443 1.81695 -3.14808



Entry 10:
The following is a DFT calculation (ωB97M-V/def2-TZVPD) of a 3-piece molecular cluster, C4H12O3 overall at a distorted geometry.

Spin multiplicity: 1
SMILES: C/C=C/CO.O.O
HOMO level in eV: -9.0
Relative energy (zero: lowest compared OMol25 entry of this formula, charge and spin) in kcal/mol: 40.0
E_tot in eV: -10483.40430

Positions of all 19 atoms, in Å:
1 C -1.10537 1.26731 1.03459
2 C 1.54714 -1.47683 0.64331
3 O 1.57894 -1.46580 -0.77387
4 C 0.43939 -0.68352 1.28427
5 C -0.49870 -0.01350 0.60661
6 H -1.51443 1.87422 0.22050
7 H -0.35483 1.94777 1.45400
8 H -1.93260 1.26146 1.75443
9 H 2.56111 -1.19988 0.95545
10 H 1.54378 -2.51861 1.00954
11 H 1.52759 -0.53555 -1.01685
12 H 0.68240 -0.38783 2.30511
13 H -0.86760 -0.43689 -0.32025
14 H -3.94374 -0.08721 -2.17463
15 H -4.51994 -1.02471 -3.11104
16 O -3.83060 -0.98350 -2.46001
17 H 3.18218 2.17733 -0.42626
18 H 2.83736 0.81157 -0.14890
19 O 2.66792 1.47418 -0.83600



Entry 11:
The following is a DFT calculation (ωB97M-V/def2-TZVPD) of a 3-piece molecular cluster, C4H12O3 overall at a distorted geometry.

Spin multiplicity: 1
SMILES: C/C=C(/C)O.O.O
HOMO level in eV: -8.5
Relative energy (zero: lowest compared OMol25 entry of this formula, charge and spin) in kcal/mol: 26.4
E_tot in eV: -10483.99388

Positions of all 19 atoms, in Å:
1 C -1.70037 -1.47000 -0.23873
2 C -0.79983 -0.43156 -0.85812
3 C -0.72640 0.80242 -0.35306
4 O -0.91824 1.03502 1.00584
5 C -0.22680 2.01931 -1.07973
6 H -2.72714 -1.33817 -0.55645
7 H -1.32169 -2.46351 -0.44387
8 H -1.73769 -1.29335 0.83589
9 H -0.09019 -0.71370 -1.61631
10 H -0.28974 1.72448 1.24198
11 H 0.73150 2.34667 -0.69045
12 H -0.02749 1.72723 -2.10969
13 H -1.03333 2.75695 -1.06692
14 H 0.24975 -0.96938 1.67798
15 H 0.78727 -2.01082 2.60445
16 O 1.07007 -1.44726 1.87546
17 H 1.69037 -0.66589 -0.73316
18 H 3.06280 -0.24377 -0.21207
19 O 2.44207 -0.09722 -0.93470



Entry 12:
The following is a DFT calculation (ωB97M-V/def2-TZVPD) of a 2-piece molecular cluster, C4H12O3PS overall at a distorted geometry.

Spin multiplicity: 1
Net charge: +1
HOMO level (alpha / beta) in eV: -12.4 / -12.1
Relative energy (zero: lowest compared OMol25 entry of this formula, charge and spin) in kcal/mol: 71.9
E_tot in eV: -30599.00668

Positions of all 21 atoms, in Å:
1 C 3.49508 1.20706 1.51075
2 C 0.98665 1.46055 -2.36180
3 C 0.13900 -1.77463 0.39885
4 C -4.07416 -0.93189 1.02460
5 O 2.51134 1.20671 0.46748
6 O 1.02958 0.40881 -1.43202
7 O 0.96827 -0.64541 0.81967
8 P 1.09551 0.78543 0.12913
9 S -2.93512 -0.15361 -0.11866
10 H 4.47132 1.57833 1.08127
11 H 3.71726 0.25382 1.86719
12 H 3.19303 2.01232 2.27811
13 H 1.20430 2.39993 -1.80881
14 H -0.17536 1.55258 -2.65345
15 H 1.58258 1.44860 -3.25536
16 H -0.93221 -1.47509 0.52780
17 H 0.40052 -2.58955 0.99442
18 H 0.12188 -2.06061 -0.75841
19 H -4.36605 -0.33145 1.81535
20 H -3.83248 -1.97892 1.31501
21 H -5.03362 -1.10393 0.45493